# 1
C23H25N3O6 | the ωB97M-V functional and the def2-TZVPD basis

- HOMO-LUMO gap: 0.24231 Ha
- Energy above the lowest of the compared OMol25 structures with the same formula, charge and spin: 278.7 kJ/mol
- Molar mass: 439.5 g mol⁻¹
- Total energy: -1507.1210 hartree
- Lowest unoccupied orbital energy: -0.8216 eV

Structure (ORCA input):
```
! wB97M-V def2-TZVPD RIJCOSX def2/J DEFGRID3
* xyz 0 1
C -5.715 1.723 1.510
O -5.125 0.518 2.044
C -3.826 0.265 1.725
C -3.257 -0.877 2.341
C -1.973 -1.258 2.016
C -1.199 -0.467 1.132
C 0.182 -0.809 0.746
C 1.260 -0.166 1.328
C 2.553 -0.844 1.219
O 2.689 -2.056 0.962
N 3.685 -0.053 1.476
C 4.980 -0.677 1.374
C 3.669 1.321 1.717
O 4.691 1.978 1.892
N 2.407 1.934 1.768
C 2.468 3.307 2.226
C 1.206 1.210 1.870
O 0.197 1.748 2.360
C -1.766 0.683 0.581
C -3.065 1.059 0.834
H -6.680 1.777 2.017
H -5.094 2.602 1.746
H -5.845 1.624 0.419
H -3.876 -1.419 3.059
H -1.521 -2.156 2.464
H 0.360 -1.823 0.400
H 5.705 0.066 1.698
H 5.000 -1.558 2.020
H 5.174 -0.966 0.334
H 1.470 3.741 2.210
H 2.884 3.332 3.241
H 3.143 3.860 1.572
H -1.139 1.325 -0.030
H -3.449 1.982 0.382
C -4.252 0.103 -2.634
C -3.233 -0.964 -2.339
O -1.994 -0.214 -2.145
C -0.972 -1.070 -1.887
C 0.206 -0.367 -1.383
N 1.402 -0.811 -1.985
C 1.605 -2.160 -2.161
C 2.871 -2.648 -2.425
C 3.918 -1.757 -2.658
C 3.673 -0.384 -2.566
C 2.415 0.094 -2.253
O -1.117 -2.281 -2.005
H -5.245 -0.347 -2.696
H -4.267 0.878 -1.858
H -4.051 0.581 -3.606
H -3.461 -1.508 -1.399
H -3.131 -1.669 -3.189
H 0.159 0.719 -1.323
H 0.752 -2.797 -2.011
H 2.986 -3.719 -2.399
H 4.921 -2.127 -2.875
H 4.476 0.361 -2.691
H 2.147 1.161 -2.166
*
```

Atomic partial charges in e from the natural (NBO) method, atoms 1 to 2: -0.256, -0.499



# 2
C23H25N5PbS2 | the ωB97M-V functional and the def2-TZVPD basis

- HOMO-LUMO gap: 0.13492 Ha
- Molar mass: 642.8 g mol⁻¹
- Total energy: -2153.8339 hartree
- Lowest unoccupied orbital energy: -9.4069 eV

Structure (ORCA input):
```
! wB97M-V def2-TZVPD RIJCOSX def2/J DEFGRID3
* xyz 2 1
Pb -0.925 0.297 1.258
C -1.222 0.878 6.663
S -2.562 1.601 5.703
C -2.357 0.948 4.112
S -1.059 -0.203 3.792
N -3.263 1.361 3.270
N -3.120 0.871 2.010
C -4.117 0.874 1.221
C -3.952 0.234 -0.106
C -4.990 0.192 -1.019
C -4.796 -0.473 -2.222
C -3.572 -1.070 -2.476
C -2.581 -0.973 -1.513
N -2.765 -0.343 -0.355
H -1.363 1.289 7.662
H -0.248 1.178 6.288
H -1.306 -0.204 6.711
H -5.073 1.290 1.528
H -5.934 0.665 -0.783
H -5.595 -0.529 -2.949
H -3.389 -1.607 -3.396
H -1.605 -1.423 -1.666
C -0.271 1.291 -3.429
C 0.003 2.051 -2.117
C 1.451 2.040 -1.765
C 2.276 3.067 -2.132
C 3.641 3.001 -1.843
C 4.222 1.926 -1.149
C 3.478 0.855 -0.750
C 4.132 -0.226 0.060
C 4.997 -1.158 -0.809
C 2.044 0.862 -1.103
N 1.197 -0.094 -0.873
C 1.522 -1.416 -0.668
C 0.800 -2.307 0.047
C 1.058 -3.744 0.099
C 0.133 -4.274 0.916
C -0.670 -3.155 1.400
N -0.287 -2.015 0.904
H -1.338 1.320 -3.648
H 0.038 0.248 -3.352
H 0.260 1.749 -4.263
H -0.576 1.595 -1.312
H -0.317 3.087 -2.225
H 1.876 3.929 -2.649
H 4.279 3.824 -2.145
H 5.276 1.969 -0.903
H 3.403 -0.797 0.631
H 4.779 0.261 0.791
H 4.426 -1.645 -1.602
H 5.449 -1.930 -0.189
H 5.799 -0.597 -1.289
H 2.376 -1.800 -1.218
H 1.834 -4.256 -0.451
H -0.006 -5.308 1.191
H -1.484 -3.206 2.114
*
```

Atomic partial charges in e from the natural (NBO) method, atoms 1 to 2: 1.167, -0.758



# 3
C23H25NO2 | the ωB97M-V functional and the def2-TZVPD basis

- HOMO-LUMO gap: 0.17901 Ha
- Energy above the lowest of the compared OMol25 structures with the same formula, charge and spin: 316.8 kJ/mol
- Molar mass: 347.5 g mol⁻¹
- Total energy: -1096.5908 hartree
- Lowest unoccupied orbital energy: -1.6000 eV

Structure (ORCA input):
```
! wB97M-V def2-TZVPD RIJCOSX def2/J DEFGRID3
* xyz 0 1
C 2.262 -0.889 -1.609
C 1.620 -2.019 -0.894
C 0.495 -2.698 -1.561
C 0.013 -3.994 -0.982
O -0.069 -2.185 -2.554
C 2.199 -2.442 0.368
C 3.458 -1.710 0.790
O 1.646 -3.240 1.155
H 2.392 -0.032 -0.925
H 3.255 -1.161 -2.009
H 1.613 -0.584 -2.439
H 0.056 -3.938 0.102
H -0.996 -4.188 -1.356
H 0.695 -4.797 -1.270
H 4.240 -1.841 0.041
H 3.244 -0.638 0.912
H 3.791 -2.102 1.754
C -3.938 -2.668 0.875
N -2.952 -1.639 0.586
C -1.627 -1.704 0.867
C -1.007 -0.456 0.592
C 0.287 -0.125 0.974
C 0.915 1.151 0.750
C 0.817 1.794 -0.510
C 1.509 2.961 -0.782
C 2.267 3.576 0.218
C 2.957 4.869 -0.101
C 2.320 3.004 1.493
C 1.703 1.785 1.748
C -2.075 0.412 0.073
C -2.196 1.776 -0.162
C -3.441 2.290 -0.572
C -4.590 1.484 -0.593
C -4.503 0.122 -0.264
C -3.250 -0.379 0.052
H -4.800 -2.515 0.221
H -3.508 -3.653 0.676
H -4.282 -2.630 1.920
H -1.151 -2.579 1.303
H 0.767 -0.812 1.680
H 0.167 1.357 -1.265
H 1.447 3.410 -1.775
H 3.387 5.329 0.799
H 3.769 4.738 -0.832
H 2.235 5.566 -0.547
H 2.866 3.515 2.295
H 1.768 1.309 2.729
H -1.343 2.440 -0.021
H -3.502 3.345 -0.853
H -5.558 1.923 -0.848
H -5.372 -0.536 -0.246
*
```

Atomic partial charges in e from the natural (NBO) method, atoms 1 to 2: -0.644, -0.308



# 4
C23H26BBaN7O3S3 | the ωB97M-V functional and the def2-TZVPD basis

- HOMO-LUMO gap: 0.28658 Ha
- Energy above the lowest of the compared OMol25 structures with the same formula, charge and spin: 60.2 kJ/mol
- Molar mass: 692.8 g mol⁻¹
- Total energy: -2746.1932 hartree
- Lowest unoccupied orbital energy: -0.3427 eV

Structure (ORCA input):
```
! wB97M-V def2-TZVPD RIJCOSX def2/J DEFGRID3
* xyz 0 1
Ba 1.563 -0.336 0.984
N -0.484 1.408 2.289
C -1.738 1.329 1.658
C -2.915 1.512 2.327
C -4.156 1.415 1.654
C -4.210 1.164 0.317
C -3.005 0.956 -0.402
C -2.973 0.690 -1.790
C -1.789 0.455 -2.414
C -0.612 0.461 -1.635
N -0.593 0.720 -0.350
C -1.774 1.000 0.275
H -0.578 1.661 3.265
H 0.070 2.166 1.888
H -2.895 1.768 3.379
H -5.068 1.579 2.212
H -5.153 1.127 -0.213
H -3.907 0.672 -2.342
H -1.723 0.240 -3.471
H 0.344 0.245 -2.102
C -3.204 -2.325 1.241
N -2.339 -2.638 0.114
C -2.762 -2.885 -1.175
C -1.655 -3.141 -1.895
N -0.551 -3.056 -1.064
B 0.916 -3.390 -1.555
N 1.286 -2.451 -2.773
C 0.804 -2.673 -4.052
C 1.344 -1.760 -4.884
N 2.174 -0.974 -4.108
C 3.006 0.120 -4.588
C 2.143 -1.414 -2.830
S 3.127 -0.744 -1.596
C -0.992 -2.763 0.179
S -0.131 -2.703 1.671
H -4.231 -2.322 0.884
H -2.960 -1.344 1.644
H -3.075 -3.068 2.024
H -3.802 -2.859 -1.448
H -1.561 -3.393 -2.935
H 1.683 -3.214 -0.652
H 0.910 -4.516 -2.001
H 0.150 -3.498 -4.265
H 1.241 -1.607 -5.943
H 2.764 0.295 -5.633
H 4.058 -0.137 -4.485
H 2.811 1.020 -4.009
N 3.569 -0.597 2.959
C 3.230 0.798 3.032
C 3.522 1.637 1.959
C 2.892 2.879 1.864
C 1.964 3.264 2.808
C 1.757 2.468 3.928
C 2.373 1.238 4.046
S 0.868 4.644 2.516
O 1.256 5.121 1.203
O 1.081 5.559 3.613
O -0.418 3.947 2.546
H 3.467 -1.109 3.825
H 4.491 -0.823 2.603
H 4.181 1.299 1.163
H 3.048 3.521 1.006
H 1.039 2.788 4.673
H 2.120 0.572 4.863
*
```

Atomic partial charges in e from the natural (NBO) method, atoms 1 to 2: 1.782, -0.883



# 5
C23H26BBr29NO4 | the ωB97M-V functional and the def2-TZVPD basis

- HOMO-LUMO gap: 0.25536 Ha
- Molar mass: 2708.5 g mol⁻¹
- Total energy: -75918.6618 hartree
- Lowest unoccupied orbital energy: -4.4424 eV

Structure (ORCA input):
```
! wB97M-V def2-TZVPD RIJCOSX def2/J DEFGRID3
* xyz 1 1
C 4.041 1.252 -1.012
C 5.125 0.364 -1.732
Br 6.901 1.098 -2.106
C 4.823 -0.903 -2.120
Br 6.220 -1.949 -3.033
C 3.467 -1.593 -1.936
N 2.731 -1.577 -3.002
C 1.445 -2.321 -2.747
O 1.877 -3.688 -2.845
B 1.950 -4.176 -4.181
O 1.763 -5.547 -4.375
O 2.245 -3.423 -5.329
C 1.290 -2.146 -1.179
C 0.299 -3.156 -0.464
O -0.690 -2.431 0.293
C -1.583 -1.793 -0.591
C -2.596 -2.535 -1.321
C -3.496 -1.862 -2.268
C -3.402 -0.425 -2.470
C -2.382 0.322 -1.727
C -1.488 -0.356 -0.802
C 2.821 -2.317 -0.712
H 4.496 2.275 -0.918
H 3.134 1.344 -1.657
H 3.846 0.829 0.002
H 2.936 -1.184 -3.923
H 0.553 -2.005 -3.356
H 1.426 -5.960 -3.562
H 1.682 -2.637 -5.424
H 1.100 -1.082 -0.859
H 0.820 -3.843 0.247
H -0.258 -3.791 -1.201
H -2.683 -3.639 -1.156
H -4.241 -2.469 -2.829
H -4.061 0.135 -3.166
H -2.280 1.446 -1.848
H -0.706 0.215 -0.223
H 3.113 -3.393 -0.587
H 3.105 -1.663 0.157
C -1.101 -1.795 4.255
Br 0.612 -1.363 3.466
Br -1.017 -1.834 6.187
Br -2.490 -0.617 3.620
H -1.359 -2.797 3.929
C -3.440 4.795 -1.603
Br -3.515 2.944 -2.178
Br -1.651 5.302 -1.075
Br -4.166 5.994 -2.935
H -4.069 4.878 -0.722
C 1.288 1.094 7.400
Br 0.804 1.785 9.138
Br 1.010 2.406 6.005
Br 3.090 0.395 7.378
H 0.622 0.264 7.191
C -6.135 2.267 1.222
Br -4.580 1.157 1.520
Br -7.691 1.581 2.138
Br -5.789 4.119 1.669
H -6.350 2.232 0.159
C -4.947 -4.303 4.088
Br -6.487 -3.170 3.807
Br -5.429 -6.174 4.151
Br -3.563 -3.962 2.777
H -4.535 -4.047 5.059
C -8.386 4.945 5.169
Br -9.406 4.621 3.557
Br -9.526 5.072 6.724
Br -6.984 3.634 5.412
H -7.902 5.909 5.049
C 0.367 2.778 2.237
Br 0.023 1.843 0.575
Br 2.007 3.804 2.159
Br -1.140 3.863 2.771
H 0.502 2.019 3.003
C 7.025 4.938 -0.009
Br 8.882 4.702 -0.488
Br 5.902 5.157 -1.571
Br 6.393 3.515 1.141
H 6.958 5.859 0.561
C 6.545 -1.845 -7.518
Br 8.098 -2.953 -7.207
Br 4.968 -2.570 -6.663
Br 6.858 -0.007 -7.000
H 6.359 -1.848 -8.586
*
```

Atomic partial charges in e from the Löwdin method, atoms 1 to 2: -0.095, -0.667



# 6
C23H26BeN4O3 | the ωB97M-V functional and the def2-TZVPD basis

- HOMO-LUMO gap (spin up / spin down): 0.20786 / 0.20790 Ha
- Molar mass: 415.5 g mol⁻¹
- Total energy: -1351.1276 hartree
- Lowest unoccupied orbital energy (spin up / spin down): -7.8121 / -7.8112 eV

Structure (ORCA input):
```
! wB97M-V def2-TZVPD RIJCOSX def2/J DEFGRID3
* xyz 2 1
C -0.222 -2.283 -3.577
C -0.926 -1.333 -4.490
H -0.774 -3.234 -3.538
H 0.775 -2.510 -4.000
C -1.142 -0.042 -4.175
C -0.657 0.556 -2.884
H -1.525 0.701 -2.210
H -0.259 1.562 -3.069
C -1.405 -1.907 -5.793
H -1.024 -2.927 -5.926
H -1.076 -1.313 -6.659
H -2.504 -1.966 -5.850
C -1.918 0.851 -5.101
H -2.877 0.385 -5.384
H -1.375 1.050 -6.041
H -2.137 1.820 -4.634
Be 0.345 0.384 1.717
O 0.306 -0.372 0.273
C 0.731 0.186 -0.799
O 1.627 1.362 1.635
C 2.031 1.765 0.511
O 2.898 2.723 0.349
N 1.581 1.266 -0.701
C 3.260 2.798 -1.111
C 2.265 1.948 -1.830
H 4.266 2.369 -1.207
H 3.219 3.851 -1.418
H 2.725 1.200 -2.478
H 1.515 2.518 -2.387
C 0.413 -0.300 -2.170
C -0.048 -1.749 -2.143
H 1.378 -0.214 -2.710
H -0.997 -1.851 -1.595
H 0.678 -2.375 -1.611
C 1.992 -3.194 6.073
C 0.955 -2.397 6.573
C 0.333 -1.470 5.733
C 0.764 -1.334 4.385
C 1.808 -2.145 3.888
C 2.413 -3.074 4.737
N 0.138 -0.425 3.524
N -0.862 0.174 4.161
C -1.526 1.056 3.341
C -2.651 1.765 3.819
C -3.261 2.643 2.946
C -2.788 2.789 1.637
C -1.692 2.052 1.225
N -1.067 1.202 2.066
H 2.477 -3.915 6.721
H 0.615 -2.478 7.608
H -0.495 -0.841 6.078
H 2.077 -2.002 2.835
H 3.215 -3.700 4.343
H -2.939 1.556 4.852
H -4.099 3.223 3.300
H -3.252 3.471 0.950
H -1.305 2.125 0.212
*
```

Atomic partial charges in e from the natural (NBO) method, atoms 1 to 2: -0.421, 0.041



# 7
C23H26BrFIrN2O11P2 | the ωB97M-V functional and the def2-TZVPD basis

- HOMO-LUMO gap (spin up / spin down): 0.29649 / 0.24788 Ha
- Energy above the lowest of the compared OMol25 structures with the same formula, charge and spin: 202.3 kJ/mol
- Molar mass: 859.5 g mol⁻¹
- Total energy: -5290.3041 hartree
- Lowest unoccupied orbital energy (spin up / spin down): -0.1114 / -1.4229 eV

Structure (ORCA input):
```
! wB97M-V def2-TZVPD RIJCOSX def2/J DEFGRID3
* xyz 0 2
Ir 0.233 0.270 0.701
N 3.100 1.082 -2.626
C 2.572 2.365 -2.013
C 3.322 3.554 -2.581
P 0.752 2.427 -2.352
O 0.834 1.769 -3.826
O 0.262 3.820 -2.380
O 0.164 1.452 -1.373
P 2.728 2.143 -0.193
O 4.334 2.065 -0.068
O 2.144 3.284 0.533
O 2.242 0.705 0.025
H 2.635 0.896 -3.522
H 2.878 0.299 -1.995
H 4.110 1.124 -2.750
H 3.193 3.623 -3.663
H 4.387 3.501 -2.341
H 2.909 4.461 -2.143
H 0.000 1.752 -4.313
H 4.661 2.564 0.691
Br 1.133 -2.030 0.547
C 2.234 -1.912 2.081
C 3.007 -2.976 2.429
C 3.817 -2.881 3.577
C 3.811 -1.727 4.306
C 3.003 -0.623 3.937
C 3.018 0.566 4.706
C 2.222 1.609 4.338
C 1.388 1.510 3.204
C 1.337 0.398 2.413
C 2.171 -0.702 2.791
H 2.997 -3.878 1.831
H 4.433 -3.720 3.869
H 4.429 -1.632 5.191
H 3.664 0.622 5.573
H 2.220 2.529 4.909
H 0.781 2.365 2.954
F -1.126 -0.471 1.769
O -2.383 -0.037 -2.349
C -1.338 -0.600 -2.058
O -0.929 -0.897 -0.873
C -0.422 -1.005 -3.206
C -0.917 -0.999 -4.503
C -0.109 -1.276 -5.611
C 1.214 -1.541 -5.357
O 2.229 -1.795 -6.250
C 3.370 -2.109 -5.461
O 3.082 -1.759 -4.105
C 1.712 -1.548 -4.069
C 0.924 -1.307 -2.975
H -1.962 -0.752 -4.632
H -0.500 -1.272 -6.619
H 4.218 -1.521 -5.810
H 3.574 -3.182 -5.522
H 1.317 -1.316 -1.969
C -1.049 5.442 0.354
N -0.975 4.252 1.193
C -0.975 4.434 2.634
C -0.728 3.089 0.637
O -0.583 2.047 1.332
H -2.048 5.877 0.407
H -0.804 5.174 -0.672
H -0.319 6.171 0.708
H -1.653 5.250 2.880
H 0.029 4.685 2.980
H -1.319 3.526 3.122
H -0.718 3.063 -0.445
*
```

Atomic partial charges in e from the natural (NBO) method, atoms 1 to 2: 1.565, -0.703



# 8
C23H26BrN2OPS | the ωB97M-V functional and the def2-TZVPD basis

- HOMO-LUMO gap: 0.27847 Ha
- Molar mass: 489.4 g mol⁻¹
- Total energy: -4389.6811 hartree
- Lowest unoccupied orbital energy: -0.4612 eV
- SMILES: CCc1cccc2c1Sc1ccc(P(N)O)c([C@@H](Br)CC)c1N2.c1ccccc1

Structure (ORCA input):
```
! wB97M-V def2-TZVPD RIJCOSX def2/J DEFGRID3
* xyz 0 1
C -5.680 -0.724 3.871
C -6.341 0.554 3.085
C -5.259 1.783 2.774
C -5.088 3.092 3.746
C -4.008 4.248 3.316
C -3.098 4.112 1.925
C -3.232 2.794 0.913
C -4.338 1.647 1.424
S -4.446 0.121 0.279
C -2.621 -0.101 -0.245
C -1.996 -1.611 -0.370
C -0.429 -1.751 -0.827
C 0.449 -0.364 -1.146
P 2.274 -0.705 -1.738
N 2.082 -2.175 -2.784
O 3.324 -1.021 -0.383
C -0.178 1.165 -0.978
C 0.818 2.418 -1.331
Br 0.510 2.832 -3.304
C 0.631 3.748 -0.392
C 0.744 3.485 1.222
C -1.768 1.308 -0.507
N -2.430 2.660 -0.362
H -4.510 -0.625 3.849
H -6.095 -0.717 4.990
H -6.035 -1.723 3.327
H -6.755 0.230 2.013
H -7.302 0.970 3.657
H -5.735 3.168 4.746
H -3.874 5.213 4.005
H -2.321 4.941 1.618
H -2.635 -2.580 -0.162
H 0.076 -2.803 -0.932
H 2.876 -2.264 -3.456
H 1.979 -3.026 -2.173
H 4.261 -0.833 -0.740
H 1.976 2.132 -1.274
H 1.513 4.497 -0.676
H -0.364 4.301 -0.728
H 0.212 2.511 1.602
H 0.201 4.390 1.769
H 1.872 3.533 1.577
H -3.046 2.749 -1.216
C 7.206 -5.132 -2.861
C 7.405 -4.123 -1.919
C 6.349 -3.286 -1.560
C 5.091 -3.465 -2.136
C 4.891 -4.476 -3.075
C 5.950 -5.307 -3.441
H 8.030 -5.782 -3.144
H 8.384 -3.988 -1.466
H 6.506 -2.495 -0.831
H 4.267 -2.815 -1.852
H 3.910 -4.616 -3.522
H 5.795 -6.092 -4.177
*
```

Atomic partial charges in e from the natural (NBO) method, atoms 1 to 2: -0.635, -0.448